Entry 1:
Density functional theory data (ωB97M-V with the def2-TZVPD basis set) for C19H18F5N3O4OsS as an isolated structure at a distorted geometry.

Its spin multiplicity is 5. Its expectation value of S² is 6.03. The energy above the lowest of the compared OMol25 structures with the same formula, charge and spin is 18.8 kJ/mol. The net charge is +2. For the HOMO energy (spin up / spin down), the calculation gives -14.90 / -15.70 eV. The HOMO-LUMO gap (spin up / spin down) comes out at 8.0 / 5.1 eV.

Geometry as XYZ:
```
51
Properties=species:S:1:pos:R:3:forces:R:3:lowdin_charge:R:1
Os -1.888 1.419 1.263 0.29 -0.01 0.54 1.538
C -3.771 0.681 2.535 -0.14 0.04 0.00 -0.130
C -4.072 1.788 1.688 -0.39 0.13 0.23 -0.200
C -3.352 2.929 2.163 -0.13 -0.01 -0.08 -0.174
C -2.532 2.498 3.234 0.07 -0.05 -0.14 -0.145
C -2.786 1.100 3.451 0.17 0.06 -0.17 -0.148
H -4.217 -0.300 2.479 0.08 -0.03 -0.08 0.134
H -4.849 1.809 0.939 0.10 -0.04 -0.09 0.132
H -3.445 3.937 1.788 0.03 -0.02 -0.04 0.130
H -1.883 3.123 3.829 0.07 -0.02 -0.06 0.131
H -2.362 0.501 4.242 0.09 -0.02 -0.06 0.129
C 3.018 -2.275 -2.962 -0.02 -0.03 -0.01 -0.091
C 1.862 -2.247 -1.972 0.02 0.04 -0.03 -0.299
S 2.181 -3.140 -0.467 0.03 -0.14 -0.04 0.667
O 0.985 -3.032 0.346 -0.05 0.05 0.01 -0.325
O 2.730 -4.417 -0.802 -0.09 0.05 0.05 -0.262
C 3.461 -2.195 0.356 0.07 -0.04 0.04 -0.185
C 2.982 -1.304 1.488 -0.02 0.04 -0.04 -0.093
N 1.999 -0.265 1.095 0.01 0.06 0.21 0.084
C 0.746 -0.205 1.570 0.02 -0.01 -0.06 -0.281
N 0.112 0.865 1.046 -0.14 -0.10 0.09 -0.093
C 1.005 1.510 0.218 0.00 0.11 0.13 -0.020
C 2.165 0.827 0.264 -0.11 -0.25 -0.31 -0.121
N 3.381 1.198 -0.424 0.16 0.66 0.76 -0.320
O 3.289 2.161 -1.147 -0.08 -0.16 -0.36 0.139
O 4.397 0.616 -0.116 0.03 -0.30 -0.20 0.127
C 0.159 -1.129 2.569 0.04 -0.03 0.01 0.024
H 2.683 -1.929 -3.939 -0.02 0.04 0.02 0.087
H 3.388 -3.292 -3.078 0.00 -0.01 0.00 0.089
H 3.846 -1.637 -2.652 0.01 0.00 0.02 0.077
H 0.976 -2.754 -2.363 0.01 0.00 0.00 0.109
H 1.572 -1.237 -1.663 -0.02 0.00 -0.07 0.081
H 4.012 -1.658 -0.412 0.08 0.05 0.06 0.086
H 4.140 -2.935 0.782 -0.03 -0.04 -0.04 0.131
H 3.841 -0.814 1.944 -0.06 0.06 -0.03 0.146
H 2.476 -1.898 2.242 0.08 -0.05 0.01 0.124
H 0.795 2.426 -0.306 -0.04 -0.02 -0.03 0.135
H 0.610 -0.962 3.549 -0.01 0.02 0.00 0.118
H 0.319 -2.165 2.276 -0.04 -0.01 -0.05 0.082
H -0.910 -0.942 2.648 0.00 -0.03 -0.01 0.061
F -2.732 3.607 -1.095 0.05 -0.16 0.04 0.179
C -2.559 2.409 -1.589 -0.13 0.11 -0.30 -0.171
C -2.220 1.334 -0.789 -0.03 -0.03 -0.10 -0.161
C -2.096 0.154 -1.509 0.02 -0.21 -0.23 -0.169
F -1.782 -0.970 -0.913 -0.03 0.23 -0.01 0.173
C -2.282 0.026 -2.943 0.03 -0.09 0.17 -0.065
F -2.122 -1.140 -3.485 -0.02 0.15 0.07 0.242
C -2.621 1.129 -3.699 -0.03 0.03 -0.12 -0.117
F -2.800 1.050 -4.992 0.02 -0.01 0.07 0.215
C -2.765 2.333 -3.027 0.01 0.07 0.18 -0.056
F -3.083 3.412 -3.660 0.03 -0.09 0.06 0.257
```
Forces are in eV/Å.



Entry 2:
Density functional theory data (ωB97M-V with the def2-TZVPD basis set) for C50H52N2OP2RuSSi as an isolated structure.

Its spin multiplicity is 6. Its expectation value of S² is 8.81. The net charge is +3. For the HOMO energy (spin up / spin down), the calculation gives -14.80 / -15.53 eV. The HOMO-LUMO gap (spin up / spin down) comes out at 5.6 / 5.9 eV.

Geometry as XYZ:
```
110
Properties=species:S:1:pos:R:3:forces:R:3:lowdin_charge:R:1
Ru -0.352 -0.574 0.353 0.26 -0.18 -0.40 0.677
O 0.745 -2.562 -4.424 0.06 0.03 0.08 -0.423
S 0.963 -2.048 -3.061 -0.28 -0.04 -0.14 0.923
C 2.085 -0.648 -3.160 0.13 0.14 -0.13 -0.368
C 3.265 -0.686 -3.886 -0.03 0.06 0.01 -0.025
C 4.063 0.448 -3.956 -0.02 -0.04 0.01 -0.012
C 3.687 1.616 -3.298 0.00 0.07 0.01 -0.029
C 2.499 1.640 -2.596 0.09 -0.07 -0.01 -0.062
C 1.676 0.529 -2.527 -0.01 -0.01 0.00 -0.440
P 0.099 0.536 -1.672 -0.10 0.00 0.25 0.999
C 1.815 3.927 -1.495 -0.01 0.21 0.11 -0.095
C 1.303 4.902 -2.326 -0.01 -0.04 -0.02 -0.071
C 1.000 6.142 -1.773 -0.04 0.02 0.05 -0.071
C 1.210 6.370 -0.416 -0.03 -0.01 0.00 -0.083
C 1.729 5.368 0.397 0.02 0.01 -0.02 -0.091
C 2.047 4.126 -0.149 -0.03 -0.03 0.02 -0.096
C -1.207 0.495 -2.855 0.01 -0.01 -0.15 -0.459
C -0.979 0.579 -4.236 -0.04 -0.01 -0.01 -0.057
C -2.045 0.485 -5.115 0.08 0.00 0.00 -0.026
C -3.334 0.310 -4.632 -0.06 0.00 0.03 -0.022
C -3.575 0.232 -3.260 0.05 0.01 -0.04 -0.052
C -2.519 0.331 -2.378 -0.06 -0.03 0.04 -0.148
C 2.096 -3.124 -2.217 0.08 -0.14 0.06 -0.381
C 2.980 -3.847 -2.995 0.06 -0.05 0.03 -0.050
C 3.956 -4.626 -2.385 -0.04 0.03 -0.03 -0.013
C 4.034 -4.661 -1.005 -0.02 0.02 0.06 -0.023
C 3.098 -3.986 -0.228 0.04 -0.01 -0.03 -0.053
C 2.090 -3.220 -0.819 0.05 -0.06 0.09 -0.314
P 0.634 -2.784 0.208 -0.02 0.36 -0.10 1.011
C -0.684 -3.759 -0.523 0.03 -0.12 -0.03 -0.394
C -1.942 -3.200 -0.730 -0.15 0.01 -0.02 -0.129
C -2.948 -3.934 -1.337 0.02 -0.04 0.00 -0.047
C -2.697 -5.240 -1.737 0.01 0.01 0.01 -0.028
C -1.443 -5.806 -1.538 -0.02 0.03 0.01 -0.027
C -0.434 -5.069 -0.941 -0.02 0.00 -0.05 -0.068
C 1.073 -3.396 1.839 -0.02 -0.01 0.08 -0.410
C 0.594 -4.619 2.306 0.02 -0.07 0.00 -0.086
C 1.025 -5.105 3.531 -0.01 0.02 -0.03 -0.039
C 1.934 -4.377 4.288 0.02 0.03 0.02 -0.031
C 2.419 -3.160 3.822 -0.01 -0.06 0.00 -0.047
C 1.990 -2.669 2.600 0.03 -0.02 -0.03 -0.117
H 3.560 -1.588 -4.403 -0.02 -0.01 -0.02 0.122
H 4.985 0.421 -4.521 0.01 0.00 -0.01 0.128
H 4.311 2.499 -3.348 0.02 -0.01 -0.01 0.127
H 2.152 2.765 -2.023 0.00 -0.15 -0.08 0.047
H 1.165 4.721 -3.385 0.00 0.00 -0.01 0.119
H 0.630 6.941 -2.403 0.00 0.00 -0.02 0.118
H 1.006 7.348 0.002 0.00 0.01 0.00 0.116
H 1.933 5.570 1.442 0.01 -0.01 0.02 0.116
H 2.495 3.352 0.464 0.01 -0.01 0.01 0.103
H 0.027 0.700 -4.618 0.01 0.01 -0.01 0.117
H -1.868 0.538 -6.180 0.00 0.00 0.00 0.128
H -4.160 0.233 -5.326 -0.01 0.00 0.00 0.125
H -4.584 0.092 -2.895 -0.01 0.00 0.00 0.117
H -2.703 0.275 -1.307 0.03 0.00 -0.01 0.070
H 2.885 -3.810 -4.073 -0.01 0.01 -0.01 0.123
H 4.650 -5.196 -2.987 0.00 0.00 -0.01 0.129
H 4.798 -5.252 -0.518 0.00 0.00 0.01 0.126
H 3.143 -4.103 0.843 0.00 0.00 0.03 0.104
H -2.159 -2.175 -0.423 0.04 -0.01 0.02 0.054
H -3.921 -3.492 -1.502 -0.01 0.00 0.00 0.116
H -3.478 -5.817 -2.213 -0.01 0.00 0.00 0.124
H -1.249 -6.821 -1.856 -0.01 -0.01 -0.01 0.125
H 0.547 -5.510 -0.813 0.00 0.02 0.01 0.123
H -0.112 -5.197 1.723 0.00 0.01 -0.01 0.111
H 0.656 -6.055 3.891 0.00 -0.01 0.00 0.123
H 2.273 -4.763 5.240 0.00 0.00 0.00 0.123
H 3.137 -2.599 4.405 0.01 0.00 0.00 0.118
H 2.388 -1.728 2.237 0.00 -0.06 -0.01 0.103
C -1.686 4.669 1.774 -0.07 0.08 -0.02 -0.039
C -1.219 3.206 1.634 0.09 -0.08 0.06 -0.132
N -1.885 2.547 0.502 -0.10 0.05 -0.04 -0.138
C -3.329 2.437 0.749 -0.04 0.05 0.03 -0.134
C -3.914 3.785 1.217 0.04 0.09 -0.01 -0.040
N -2.892 4.836 0.893 0.02 -0.03 -0.02 -0.074
C -2.482 4.714 -0.548 -0.01 0.08 0.08 -0.036
C -1.694 3.395 -0.686 0.02 -0.02 -0.07 -0.148
H -0.940 5.383 1.422 0.02 -0.05 0.02 0.121
H -1.980 4.929 2.789 0.02 -0.01 0.01 0.145
H -1.415 2.643 2.547 -0.02 0.04 -0.05 0.106
H -0.142 3.188 1.462 -0.02 0.00 0.01 0.107
H -3.524 1.681 1.501 0.00 -0.04 0.01 0.085
H -3.806 2.121 -0.179 0.01 -0.01 -0.01 0.124
H -4.084 3.828 2.292 -0.01 -0.02 -0.01 0.143
H -4.836 4.052 0.705 -0.02 -0.04 0.01 0.145
H -3.295 5.759 1.050 0.00 0.00 0.00 0.199
H -1.873 5.583 -0.788 0.02 0.00 -0.06 0.131
H -3.395 4.740 -1.142 0.02 -0.02 -0.01 0.144
H -0.632 3.603 -0.796 0.04 -0.01 -0.01 0.090
H -2.030 2.860 -1.574 0.00 0.02 0.01 0.107
C -1.829 -2.576 2.992 0.00 -0.07 0.01 -0.170
Si -1.373 -0.796 2.697 0.02 -0.14 0.25 0.600
C -2.799 0.175 3.387 -0.10 0.19 -0.10 -0.196
C 0.226 -0.140 3.391 0.15 0.12 0.22 -0.341
C 1.191 0.539 2.642 -0.01 0.09 -0.14 -0.189
C 2.358 1.022 3.217 -0.02 -0.04 0.05 -0.070
C 2.576 0.835 4.576 0.02 0.01 -0.01 -0.043
C 1.630 0.171 5.345 0.00 0.01 -0.01 -0.046
C 0.468 -0.310 4.759 0.01 -0.01 -0.02 -0.082
H -1.225 -2.938 3.829 -0.02 -0.06 -0.01 0.056
H -1.682 -3.255 2.157 0.00 0.00 0.00 0.006
H -2.883 -2.608 3.271 -0.01 -0.01 0.04 0.053
H -2.885 -0.241 4.398 -0.02 0.04 0.03 0.064
H -3.754 -0.018 2.897 -0.01 -0.03 0.00 0.044
H -2.640 1.245 3.494 -0.01 -0.02 0.02 0.017
H 1.086 0.715 1.558 -0.10 0.05 0.14 0.045
H 3.095 1.534 2.613 0.01 0.00 -0.01 0.111
H 3.481 1.208 5.035 0.01 0.00 0.00 0.122
H 1.800 0.026 6.404 0.00 0.00 0.01 0.123
H -0.249 -0.833 5.385 -0.01 -0.01 -0.01 0.117
```
Forces are in eV/Å.



Entry 3:
Density functional theory data (ωB97M-V with the def2-TZVPD basis set) for C34H40O6P2S as an isolated structure at a distorted geometry.

Its spin multiplicity is 1. The energy above the lowest of the compared OMol25 structures with the same formula, charge and spin is 128.2 kJ/mol. For the HOMO energy, the calculation gives -8.60 eV. The HOMO-LUMO gap comes out at 8.6 eV.

Geometry as XYZ:
```
83
Properties=species:S:1:pos:R:3:forces:R:3:lowdin_charge:R:1
C 4.062 -0.975 -0.154 -0.21 -0.47 0.59 -0.291
P 2.511 -1.891 -0.605 -0.07 0.14 -1.67 0.961
C 2.804 -3.728 -0.712 -0.31 0.26 0.59 -0.287
C 1.115 -1.478 0.575 0.71 0.87 -0.08 -0.467
O 0.257 -0.585 -0.215 0.19 1.27 0.62 -0.258
S 0.022 0.857 0.514 -2.13 1.41 -1.24 0.692
O 0.944 1.933 0.157 -0.47 -2.50 0.82 -0.250
O -1.373 1.192 0.238 2.23 -1.08 1.43 -0.257
O 0.331 0.275 2.028 -0.33 0.34 -1.59 -0.202
C 1.488 -0.586 1.776 -0.36 0.46 1.36 -0.477
P 2.234 -1.547 3.198 1.26 -1.08 0.06 0.911
O 2.684 -0.452 4.362 -1.72 -0.44 -0.90 -0.240
O 1.028 -2.469 3.906 0.75 1.74 -0.35 -0.274
H 3.937 0.062 -0.475 -0.11 -0.11 0.19 0.038
H 4.359 -1.036 0.900 0.05 0.08 -0.17 0.007
H 4.876 -1.384 -0.763 -0.20 -0.11 0.07 0.040
H 2.188 -4.108 -1.532 0.06 0.22 0.08 0.026
H 3.849 -3.870 -1.000 -0.08 -0.06 0.25 0.030
H 2.536 -4.305 0.179 0.41 0.07 -0.02 0.028
H 0.463 -2.325 0.811 0.29 -0.01 0.16 0.123
H 2.280 0.148 1.552 0.20 -0.60 -0.27 0.102
H 3.636 -0.512 4.412 0.44 -0.05 0.18 0.035
H 0.565 -2.895 3.181 -0.41 -0.35 -0.05 0.044
C 9.228 -2.767 -0.110 -0.04 -0.01 0.03 -0.094
C 8.951 -1.592 0.577 -0.02 -0.01 -0.01 -0.095
C 7.874 -1.537 1.452 -0.01 -0.05 -0.02 -0.101
C 7.078 -2.659 1.645 0.01 0.02 -0.02 -0.111
C 7.357 -3.835 0.960 -0.01 0.02 -0.02 -0.100
C 8.430 -3.888 0.079 0.00 0.04 0.01 -0.096
H 10.066 -2.809 -0.794 0.00 0.00 0.00 0.101
H 9.575 -0.720 0.431 -0.01 0.00 0.00 0.101
H 7.654 -0.619 1.982 0.02 0.00 0.00 0.099
H 6.240 -2.618 2.330 0.00 -0.02 0.00 0.092
H 6.737 -4.710 1.112 0.01 0.00 0.00 0.100
H 8.644 -4.803 -0.458 0.00 0.00 0.01 0.101
C -2.991 -4.930 6.695 0.03 0.02 -0.02 -0.099
C -3.968 -4.170 6.063 0.03 0.02 0.00 -0.098
C -3.603 -3.094 5.265 0.03 -0.03 0.00 -0.095
C -2.260 -2.782 5.092 -0.02 -0.05 -0.01 -0.095
C -1.283 -3.543 5.720 -0.07 -0.08 0.09 -0.101
C -1.649 -4.615 6.525 -0.10 0.02 -0.04 -0.093
H -3.277 -5.767 7.319 0.00 0.01 0.00 0.099
H -5.014 -4.417 6.194 0.01 0.01 0.01 0.099
H -4.365 -2.498 4.778 0.00 -0.01 0.00 0.100
H -1.975 -1.943 4.468 0.01 0.02 0.03 0.097
H -0.240 -3.300 5.585 0.00 0.03 0.05 0.073
H -0.888 -5.206 7.019 0.00 0.00 0.00 0.099
C -1.455 2.551 -4.068 -0.08 -0.07 -0.01 -0.110
C -1.642 2.363 -2.705 -0.01 0.01 -0.06 -0.086
C -2.926 2.236 -2.191 -0.11 0.03 -0.10 -0.085
C -4.022 2.289 -3.045 0.05 0.00 -0.03 -0.091
C -3.834 2.474 -4.409 0.01 0.00 0.02 -0.098
C -2.550 2.609 -4.921 0.00 0.00 0.03 -0.098
H -0.453 2.653 -4.468 -0.01 -0.02 -0.01 0.100
H -0.789 2.316 -2.042 -0.01 0.03 0.01 0.085
H -3.073 2.096 -1.130 0.04 -0.01 -0.01 0.082
H -5.023 2.187 -2.644 0.00 0.02 0.00 0.089
H -4.689 2.513 -5.073 0.01 0.01 0.00 0.098
H -2.403 2.758 -5.984 0.00 -0.01 0.00 0.099
C 0.371 5.591 -4.037 0.05 0.06 0.02 -0.091
C 1.586 6.007 -3.507 0.01 0.03 -0.05 -0.091
C 2.310 7.012 -4.136 -0.04 -0.01 -0.02 -0.100
C 1.815 7.606 -5.290 -0.01 -0.03 0.03 -0.102
C 0.599 7.192 -5.817 0.02 -0.02 0.02 -0.099
C -0.122 6.182 -5.193 0.04 0.01 0.00 -0.090
H -0.192 4.808 -3.548 -0.02 0.04 0.02 0.077
H 1.968 5.548 -2.604 -0.01 0.00 -0.01 0.100
H 3.260 7.333 -3.727 -0.01 0.01 0.00 0.098
H 2.378 8.392 -5.778 0.00 0.00 0.00 0.098
H 0.212 7.656 -6.716 0.01 0.00 0.00 0.098
H -1.068 5.855 -5.606 0.00 0.00 0.02 0.099
C -6.412 0.259 -0.321 -0.01 0.01 0.00 -0.094
C -7.093 0.019 -1.508 0.00 -0.01 0.00 -0.100
C -8.461 -0.221 -1.490 0.01 0.02 0.05 -0.097
C -9.150 -0.213 -0.284 0.04 0.00 -0.01 -0.100
C -8.471 0.030 0.903 0.02 -0.01 -0.03 -0.099
C -7.101 0.262 0.885 -0.03 -0.01 -0.04 -0.096
H -5.345 0.442 -0.336 0.00 -0.01 -0.01 0.096
H -6.555 0.019 -2.448 0.01 -0.02 0.01 0.096
H -8.989 -0.413 -2.415 0.00 0.01 0.00 0.099
H -10.217 -0.396 -0.269 0.01 0.00 0.00 0.099
H -9.009 0.037 1.843 0.00 0.00 -0.01 0.099
H -6.571 0.446 1.811 0.00 0.01 -0.01 0.099
```
Forces are in eV/Å.



Entry 4:
Density functional theory data (ωB97M-V with the def2-TZVPD basis set) for a 2-piece molecular cluster, C5H10FNO3S overall at a distorted geometry.

Its spin multiplicity is 1. Its SMILES is O=S(=O)(O)F.C1=NCCCC1. The energy above the lowest of the compared OMol25 structures with the same formula, charge and spin is 0.0 kJ/mol. For the HOMO energy, the calculation gives -8.64 eV. The HOMO-LUMO gap comes out at 9.0 eV.

Geometry as XYZ:
```
21
Properties=species:S:1:pos:R:3:forces:R:3:lowdin_charge:R:1
C 2.161 -0.594 0.298 -1.18 -2.04 -0.01 -0.201
C 1.375 -0.712 -1.064 0.28 1.77 2.77 -0.157
C 1.233 -0.128 1.418 -2.93 0.55 -0.68 -0.167
C 0.885 0.742 -1.341 0.64 -2.26 -2.32 -0.272
C 0.348 0.982 0.926 0.49 1.51 -2.36 -0.208
N 0.193 1.389 -0.280 0.03 0.08 0.49 0.022
O -4.154 -0.494 -0.058 -0.44 4.58 -0.64 -0.058
O -2.292 0.747 -1.148 -1.05 0.77 -0.23 -0.199
O -1.852 -1.001 0.430 -0.46 0.20 1.14 -0.241
F -2.991 1.128 1.164 0.61 -0.98 -0.87 -0.122
S -2.692 0.073 0.015 0.74 0.12 -0.25 0.584
H 2.514 -1.595 0.620 0.47 0.63 -0.42 0.111
H 2.917 0.107 0.103 1.48 0.78 0.34 0.088
H 2.057 -0.993 -1.898 -1.01 -0.64 0.67 0.120
H 0.500 -1.271 -0.661 0.35 -0.46 -1.77 0.103
H 0.305 -0.803 1.615 2.17 -0.05 0.32 0.134
H 1.669 0.277 2.329 0.30 -0.71 0.16 0.109
H 1.710 1.324 -1.747 0.46 0.47 0.67 0.106
H 0.380 0.582 -2.334 -0.96 0.79 1.17 0.115
H -0.251 1.613 1.557 -0.10 -0.20 1.20 0.100
H -4.014 -1.371 0.056 0.10 -4.88 0.62 0.031
```
Forces are in eV/Å.



Number 1: energy -59521.6702 eV. Number 2: energy -97564.4873 eV. Number 3: energy -77602.8216 eV. Number 4: energy -26530.1392 eV.